The following is a DFT calculation (the ωB97M-V functional and the def2-TZVPD basis) of a cluster of 10 separate species, C36H50Cl4N8O3 in total in a non-equilibrium geometry.

Structure (ORCA input):
```
! RIJCOSX wB97M-V def2-TZVPD def2/J DEFGRID3
* xyz 0 1
Cl -3.907 -4.936 -1.787
Cl -2.085 -4.611 -4.076
Cl -1.085 -5.332 4.276
Cl 0.013 -2.635 4.100
O 0.350 -3.898 -1.131
O 2.145 3.773 -0.132
O -0.939 1.170 -5.693
N -3.888 -0.945 -2.294
N 0.874 3.094 4.164
N 5.821 -2.759 2.256
N 1.831 5.134 1.684
N 2.516 -3.946 -1.932
N -0.232 0.010 -1.519
N -2.434 3.989 1.143
N -0.329 -0.974 -5.243
C 1.503 4.670 0.466
C 1.095 1.043 0.250
C 4.808 -2.996 3.093
C -2.728 -3.900 -2.594
C 2.212 -5.037 -2.830
C -0.811 -0.726 -0.581
C -0.307 -4.137 3.271
C -0.507 -0.683 0.803
C 0.455 0.270 1.191
C -0.606 0.979 5.148
C -4.461 2.033 1.329
C 3.457 -1.228 2.231
C -3.340 1.117 -3.435
C 3.629 -2.245 3.149
C 3.836 -3.356 -1.988
C -4.498 1.703 -2.929
C -1.174 1.818 4.179
C 1.465 2.281 5.021
C -4.984 -0.413 -1.837
C -0.365 0.370 -5.004
C -3.076 -0.191 -3.057
C -0.366 2.856 3.767
C -1.094 -1.480 -6.325
C 0.737 1.189 5.506
C -4.520 3.223 2.055
C -2.325 2.850 0.506
C 5.623 -1.811 1.344
C 1.151 6.260 2.270
C -5.346 0.940 -2.095
C 3.035 4.601 2.330
C -3.301 1.869 0.477
C -3.521 4.202 1.891
C 0.674 0.889 -1.099
C 0.318 -1.983 -4.351
C 4.492 -0.999 1.318
C 1.498 -3.457 -1.113
H 4.621 -3.996 -1.567
H 3.838 -2.480 -1.340
H -6.144 1.422 -1.606
H -2.605 1.558 -4.064
H -3.470 5.152 2.440
H 4.403 -0.254 0.530
H 1.869 7.096 2.370
H 0.602 -4.564 2.857
H 2.410 2.574 5.472
H 0.720 0.405 2.257
H -1.725 -2.298 -5.961
H 3.281 3.640 1.908
H 1.083 1.564 -1.876
H 2.874 -5.854 -2.594
H 1.868 -2.712 -0.377
H -5.524 -1.028 -1.163
H -2.189 1.796 3.811
H -0.766 3.538 3.031
H 4.991 -3.732 3.871
H -5.285 1.328 1.374
H 0.918 5.929 3.256
H -1.351 2.715 -0.030
H 1.206 -5.419 -2.528
H 4.141 -3.158 -3.017
H -3.205 1.032 -0.198
H 3.942 5.215 2.255
H -0.932 -3.961 2.413
H -5.313 3.461 2.733
H 0.873 -2.648 -5.053
H -0.915 -1.386 1.534
H -1.773 -0.741 -6.725
H 0.996 -1.502 -3.652
H -1.609 -1.377 -0.912
H -0.491 -2.512 -3.891
H -1.185 0.169 5.615
H 0.288 6.626 1.731
H 1.761 1.830 0.577
H -4.753 2.742 -3.062
H -3.162 -2.912 -2.774
H 0.639 5.173 0.068
H 0.281 0.633 -4.092
H -2.261 -0.795 -3.429
H 2.274 -4.750 -3.876
H -1.925 -3.864 -1.868
H 6.402 -1.716 0.576
H 1.155 0.602 6.311
H -0.454 -1.810 -7.155
H 2.606 -0.578 2.312
H 2.976 -2.315 3.979
H 2.709 4.510 3.362
*
```

Structure (SMILES): CN(C)C=O.CN(C)C=O.CN(C)C=O.c1ccncc1.c1ccncc1.c1ccncc1.c1ccncc1.c1ccncc1.ClCCl.ClCCl

Löwdin atomic charge list, values in e, 6 entries: 0.511 0.540 0.540 0.547 -0.028 -0.058



The following is a DFT calculation (the ωB97M-V functional and the def2-TZVPD basis) of the molecule C16H9Cl2F3N2O2 in a non-equilibrium geometry.

Structure (ORCA input):
```
! RIJCOSX wB97M-V def2-TZVPD def2/J DEFGRID3
* xyz 0 1
Cl -4.460 -1.315 -2.001
Cl -4.553 3.533 0.315
F 6.495 1.254 -0.772
F 6.155 -0.104 0.860
F 5.307 1.871 0.911
O 1.139 -1.179 1.800
O -2.933 -2.105 0.261
N -0.059 -1.681 0.035
N -0.017 -1.720 2.253
C 2.005 -0.648 -1.742
C -0.704 -2.012 1.181
C -4.023 -0.270 -0.707
C -2.052 -2.649 1.211
C 4.320 0.315 -0.569
C -3.310 1.390 1.384
C 1.065 -1.173 0.461
C -2.914 0.063 1.391
C 4.190 0.325 -1.952
C 2.142 -0.655 -0.353
C 5.567 0.833 0.096
C -4.424 1.051 -0.722
C -3.259 -0.789 0.349
C -4.060 1.879 0.330
C 3.027 -0.158 -2.531
C 3.305 -0.171 0.240
H 4.991 0.707 -2.565
H 3.412 -0.177 1.314
H -5.010 1.428 -1.544
H -2.333 -0.298 2.225
H -2.455 -2.592 2.230
H 1.092 -1.028 -2.173
H -3.033 2.038 2.200
H -1.954 -3.701 0.925
H 2.924 -0.151 -3.605
*
```

Structure (SMILES): FC(F)(F)c1cccc(-c2nc(COc3ccc(Cl)cc3Cl)no2)c1

natural (NBO) atomic charge list, values in e, 6 entries: 0.034 0.012 -0.319 -0.322 -0.322 -0.266



The following is a DFT calculation (the ωB97M-V functional and the def2-TZVPD basis) of the molecule C5H11NO.

Structure (ORCA input):
```
! RIJCOSX wB97M-V def2-TZVPD def2/J DEFGRID3
* xyz 0 1
O 1.435 0.979 -0.457
N -1.321 -0.484 -0.073
C -0.050 -0.739 0.577
C 0.672 -0.176 -0.670
C 2.637 0.713 0.220
C -0.717 0.169 -1.224
C -2.555 -0.185 0.600
H 1.248 -0.911 -1.255
H -2.437 0.547 1.416
H -3.289 0.235 -0.095
H 0.122 -1.801 0.787
H 2.459 0.285 1.219
H 3.276 0.017 -0.346
H -3.011 -1.110 0.994
H -0.834 1.256 -1.330
H 0.170 -0.137 1.475
H -0.961 -0.326 -2.170
H 3.155 1.667 0.331
*
```

Energy relative to the best compared isomer or geometry (same formula, charge and spin), kcal/mol: 59.48
Structure (SMILES): COC1CN(C)C1

natural (NBO) atomic charge list, values in e, 6 entries: -0.525 -0.446 -0.234 0.092 -0.252 -0.211



The following is a DFT calculation (the ωB97M-V functional and the def2-TZVPD basis) of a structure of composition C40H50AuBN4O5 in a non-equilibrium geometry.

Structure (ORCA input):
```
! RIJCOSX wB97M-V def2-TZVPD def2/J DEFGRID3
* xyz 0 1
Au 1.120 0.057 -0.583
O -0.839 3.053 -1.988
O 0.853 -2.192 -0.401
O 2.801 -6.017 -2.406
O 2.673 0.304 -2.449
O 2.642 -0.626 1.128
N 0.511 3.382 -3.786
N -0.764 1.711 1.344
N -1.915 0.228 0.057
N 0.953 1.692 -2.234
C 1.861 3.873 2.830
C -2.239 -3.008 2.456
C 0.652 5.163 0.271
C 2.050 1.278 -2.897
C -2.302 -1.165 -1.930
C 3.057 -2.824 0.282
C -2.789 -2.345 -2.475
C -3.326 -3.330 -1.672
C 2.797 -4.959 -1.558
C -0.639 -0.714 -3.735
C 1.863 -2.945 -0.525
C 0.885 2.523 4.539
C 4.194 -1.896 2.338
C 1.799 -4.023 -1.457
C 1.616 3.021 -4.479
C -1.936 1.285 5.019
C -2.102 1.970 1.434
C 0.152 2.700 -2.603
C -2.376 -0.972 -0.550
C 0.132 2.309 2.270
C 2.586 3.597 -0.076
C 1.049 3.284 1.870
C 0.062 1.902 3.611
C -3.375 -3.140 -0.305
C -0.332 4.460 -4.245
C -0.039 -0.344 4.707
C 1.771 3.512 4.159
C -1.733 -0.115 -2.848
C -2.791 1.082 0.662
C 3.221 -1.711 1.191
C 1.151 3.726 0.436
C -2.904 -1.972 0.278
C 4.048 -3.809 0.156
C -2.844 0.517 -3.690
C 1.670 -6.234 -3.217
C 2.408 2.005 -4.089
C -4.399 -1.711 2.274
C -0.853 0.782 4.061
C 3.933 -4.852 -0.726
C -2.955 -1.835 1.783
B -0.578 0.628 0.415
H 4.954 -3.733 0.737
H -1.288 0.666 -2.234
H -1.495 1.668 5.935
H -2.605 0.467 5.276
H 4.083 -2.868 2.808
H 0.767 -6.367 -2.613
H 5.207 -1.792 1.957
H -3.702 -4.243 -2.106
H 0.280 5.295 -4.583
H -0.381 5.249 0.601
H -3.782 -3.919 0.318
H -0.977 4.133 -5.063
H -4.965 -2.611 2.049
H -2.747 -2.493 -3.543
H 4.706 -5.600 -0.817
H -3.851 1.011 0.511
H 0.834 2.231 5.578
H -2.432 1.314 -4.304
H -2.124 -2.813 3.519
H 0.897 -4.073 -2.046
H -4.418 -1.553 3.350
H -2.483 2.770 2.039
H 0.695 5.441 -0.779
H -2.796 -3.933 2.343
H -2.528 2.076 4.565
H -0.956 4.764 -3.405
H 2.566 4.631 2.530
H 0.511 3.083 -0.165
H 3.248 4.299 0.425
H 4.020 -1.106 3.064
H 1.825 3.607 -5.364
H -1.253 -3.141 2.018
H 0.752 -0.664 4.034
H 2.961 2.588 0.080
H -3.317 -0.218 -4.338
H 2.391 3.999 4.898
H -4.897 -0.869 1.798
H 1.878 -7.153 -3.764
H 0.150 -1.141 -3.119
H -1.350 0.358 3.187
H 0.404 -0.023 5.647
H 1.515 -5.412 -3.924
H -1.032 -1.495 -4.383
H 1.263 5.858 0.841
H -0.197 0.058 -4.363
H -0.683 -1.198 4.909
H -3.605 0.948 -3.043
H 3.287 1.716 -4.633
H -2.425 -0.926 2.072
H 2.612 3.810 -1.142
*
```

Energy relative to the best compared isomer or geometry (same formula, charge and spin), kcal/mol: 27.41

Löwdin atomic charge list, values in e, 6 entries: 1.283 0.052 -0.126 -0.074 -0.038 -0.040



Number 1: gap between HOMO and LUMO 9.4548 eV. Number 2: gap between HOMO and LUMO 8.4077 eV. Number 3: gap between HOMO and LUMO 9.1368 eV. Number 4: gap between HOMO and LUMO 5.9329 eV.